# C23H16N4O5

C23H16N4O5 in the gas phase (ωB97M-V/def2-TZVPD, the OMol25 dataset).

Computed properties:
DFT total energy: -40287.309 eV
Kohn-Sham gap: 6.8 eV
Lowest unoccupied orbital energy: -1.7291 eV
SMILES: O=C(O)c1cccc(NC(=O)c2cn(-c3ccccc3)nc2-c2ccc([N+](=O)[O-])cc2)c1

ORCA input file:
```
! wB97M-V def2-TZVPD RIJCOSX def2/J DEFGRID3
* xyz 0 1
O -5.15 -3.86 1.08
C -5.55 -2.92 0.45
O -6.88 -2.71 0.28
C -4.94 -1.94 -0.27
C -5.58 -0.77 -0.79
C -4.94 0.35 -1.40
C -3.53 0.36 -1.29
C -2.94 -0.82 -0.34
N -1.44 -0.51 -0.37
C -0.60 -1.40 0.19
O -0.98 -2.41 1.05
C 0.84 -1.06 0.30
C 1.87 -1.78 0.29
N 3.10 -0.83 0.04
C 4.31 -1.38 0.04
C 5.36 -0.12 0.17
C 6.68 -0.66 -0.11
C 7.03 -1.97 0.17
C 6.04 -2.93 -0.17
C 4.60 -2.51 -0.03
N 2.63 0.40 0.20
C 1.30 0.41 0.09
C 0.56 1.80 0.39
C -0.49 2.00 1.05
C -1.17 3.17 1.21
C -0.57 4.35 0.07
N -1.19 5.42 0.41
O -2.24 5.66 0.92
O -0.74 6.34 -0.40
C 0.69 4.05 -0.43
C 1.23 2.61 -0.46
C -3.63 -1.84 0.07
H -7.41 -3.61 0.67
H -6.75 -0.55 -0.86
H -5.49 1.23 -1.91
H -2.92 0.99 -1.69
H -0.97 0.09 -0.84
H 2.10 -2.86 0.24
H 4.90 0.76 0.18
H 7.36 -0.03 0.16
H 7.98 -2.29 -0.11
H 6.21 -3.93 -0.08
H 4.06 -3.50 -0.05
H -0.91 0.94 1.55
H -1.98 3.31 1.63
H 0.93 4.84 -0.84
H 2.17 2.81 -1.05
H -2.96 -2.71 0.57
*
```

# C23H16O5PbSb

A molecular structure, C23H16O5PbSb (ωB97M-V/def2-TZVPD, the OMol25 dataset).

Computed properties:
DFT total energy: -46097.285 eV
Kohn-Sham gap (alpha / beta): 5.0 / 4.1 eV
Lowest unoccupied orbital energy (alpha / beta): -12.7060 / -13.6120 eV

ORCA input file:
```
! wB97M-V def2-TZVPD RIJCOSX def2/J DEFGRID3
* xyz 3 1
O 5.61 -2.37 -5.19
C 5.21 -2.06 -4.15
Pb 2.97 -0.09 -1.25
O 5.32 -2.91 -1.02
C 4.51 -2.13 -0.80
C 2.88 -0.04 1.69
O 2.74 0.06 2.83
C 1.77 2.26 -1.31
O 1.18 3.21 -1.52
C 5.11 1.53 -0.66
O 6.06 2.16 -0.76
H 3.28 0.23 -3.04
C -2.40 -3.90 2.24
C -2.38 -3.84 0.85
C -1.63 -2.85 0.19
C -0.90 -1.91 0.93
C -0.89 -2.01 2.32
C -1.66 -2.98 2.99
Sb 0.30 -0.36 -0.06
C -1.03 0.19 -1.69
C -0.58 0.29 -3.01
C -1.44 0.77 -4.00
C -2.75 1.13 -3.67
C -3.21 1.00 -2.36
C -2.35 0.51 -1.37
C -0.11 1.26 1.42
C -1.34 1.24 2.08
C -1.66 2.21 3.04
C -0.72 3.21 3.33
C 0.52 3.25 2.68
C 0.80 2.27 1.72
H -3.00 -4.66 2.76
H -2.96 -4.56 0.26
H -1.63 -2.82 -0.90
H -0.30 -1.31 2.92
H -1.67 -3.00 4.08
H 0.45 0.02 -3.27
H -1.09 0.87 -5.03
H -3.42 1.51 -4.45
H -4.23 1.28 -2.09
H -2.72 0.41 -0.36
H -2.07 0.46 1.88
H -2.63 2.17 3.55
H -0.96 3.97 4.08
H 1.25 4.02 2.91
H 1.77 2.32 1.20
*
```

# C23H16O6OsP

A molecular structure, C23H16O6OsP (ωB97M-V/def2-TZVPD, the OMol25 dataset).

Computed properties:
DFT total energy: -48118.231 eV
Kohn-Sham gap (alpha / beta): 5.2 / 3.7 eV
⟨S²⟩: 6.052
Lowest unoccupied orbital energy (alpha / beta): -10.2602 / -14.4049 eV

ORCA input file:
```
! wB97M-V def2-TZVPD RIJCOSX def2/J DEFGRID3
* xyz 3 5
O -2.14 -4.02 -3.11
C -1.92 -3.92 -4.22
Os 0.86 0.42 -3.17
O 3.19 -1.18 -2.11
C 1.99 -1.05 -2.28
C 2.27 1.61 -2.84
O 3.12 2.38 -2.65
C -0.14 1.95 -4.15
O -0.67 2.70 -4.85
C 1.41 -0.26 -4.83
O 1.77 -0.67 -5.86
H 1.32 -1.89 -1.95
O -0.04 0.86 -1.33
P -0.22 0.34 0.10
C -1.69 -0.67 0.22
C -2.82 -0.18 0.89
C -3.94 -1.00 1.07
C -3.93 -2.31 0.56
C -2.81 -2.79 -0.14
C -1.70 -1.97 -0.32
C 1.21 -0.54 0.72
C 2.46 0.10 0.69
C 3.56 -0.49 1.31
C 3.43 -1.74 1.93
C 2.18 -2.38 1.97
C 1.07 -1.77 1.38
C -0.39 1.79 1.13
C -0.49 1.64 2.52
C -0.58 2.76 3.35
C -0.56 4.05 2.78
C -0.45 4.20 1.39
C -0.37 3.07 0.56
H -2.82 0.84 1.30
H -4.81 -0.63 1.62
H -4.81 -2.95 0.70
H -2.81 -3.81 -0.54
H -0.82 -2.35 -0.85
H 2.57 1.07 0.19
H 4.53 0.02 1.29
H 4.30 -2.21 2.40
H 2.07 -3.35 2.46
H 0.09 -2.26 1.44
H -0.49 0.64 2.96
H -0.66 2.63 4.42
H -0.63 4.93 3.43
H -0.43 5.20 0.95
H -0.28 3.19 -0.52
*
```

# C23H17ClN3O2V

A molecular structure, C23H17ClN3O2V (ωB97M-V/def2-TZVPD, the OMol25 dataset).

Computed properties:
DFT total energy: -70905.555 eV
Kohn-Sham gap (alpha / beta): 5.6 / 6.5 eV
⟨S²⟩: 3.787
Lowest unoccupied orbital energy (alpha / beta): 2.7937 / 2.4495 eV

ORCA input file:
```
! wB97M-V def2-TZVPD RIJCOSX def2/J DEFGRID3
* xyz -1 4
V 0.04 0.18 -0.16
C -2.19 -3.33 -1.34
C -3.30 -2.75 -1.99
C -3.43 -1.39 -2.03
C -2.44 -0.57 -1.44
N -1.37 -1.15 -0.80
C -1.27 -2.48 -0.77
C -2.47 0.85 -1.41
C -3.48 1.65 -2.01
C -3.41 3.01 -1.94
C -2.31 3.61 -1.27
C -1.37 2.79 -0.71
N -1.42 1.45 -0.75
H -2.06 -4.40 -1.28
H -4.06 -3.38 -2.44
H -4.28 -0.94 -2.51
H -0.40 -2.87 -0.25
H -4.30 1.17 -2.52
H -4.18 3.62 -2.39
H -2.21 4.68 -1.20
H -0.51 3.20 -0.19
Cl 6.81 -2.29 1.72
C 5.16 -1.81 1.98
C 4.70 -1.67 3.29
C 3.39 -1.29 3.49
C 2.53 -1.05 2.41
C 3.02 -1.19 1.12
C 4.34 -1.58 0.90
C 1.10 -0.65 2.69
O 0.70 -0.63 3.85
O 0.41 -0.29 1.68
H 5.37 -1.85 4.12
H 2.99 -1.18 4.49
H 2.39 -0.98 0.26
H 4.71 -1.69 -0.11
N 1.22 0.28 -1.42
C 1.84 0.24 -2.60
C 3.25 0.18 -2.70
C 3.88 0.14 -3.93
C 3.15 0.17 -5.11
C 1.77 0.24 -5.03
C 1.12 0.27 -3.82
H 3.83 0.17 -1.78
H 4.97 0.09 -3.96
H 3.65 0.14 -6.07
H 1.18 0.26 -5.94
H 0.04 0.33 -3.76
*
```

# C23H17ClN3O6S2

2 unconnected molecules or ions with the total composition C23H17ClN3O6S2 (ωB97M-V/def2-TZVPD, the OMol25 dataset).

Computed properties:
DFT total energy: -75071.214 eV
Kohn-Sham gap: 4.2 eV
Lowest unoccupied orbital energy: 1.3486 eV

ORCA input file:
```
! wB97M-V def2-TZVPD RIJCOSX def2/J DEFGRID3
* xyz -1 1
N 3.45 -9.22 4.65
C 3.25 -8.36 3.88
C 2.99 -7.31 2.93
C 4.06 -6.65 2.31
C 3.81 -5.63 1.39
C 2.50 -5.27 1.09
S 2.17 -3.96 -0.13
C 1.91 -2.55 0.81
Cl 1.88 -1.05 0.11
O 3.40 -3.87 -0.90
O 0.95 -4.38 -0.79
C 1.44 -5.93 1.69
C 1.68 -6.95 2.61
H 5.09 -6.92 2.56
H 4.65 -5.13 0.89
H 1.77 -2.63 1.88
H 0.41 -5.67 1.43
H 0.84 -7.46 3.09
C 3.11 5.03 -1.52
C 1.89 4.22 -1.84
C 0.96 4.72 -2.76
C -0.18 3.99 -3.09
C -0.40 2.76 -2.47
S -1.86 1.84 -2.90
O -2.73 2.68 -3.67
O -1.55 0.49 -3.27
N -2.59 1.62 -1.37
C -3.08 2.66 -0.55
C -3.07 4.04 -0.70
C -3.62 4.82 0.33
C -4.20 4.22 1.46
C -4.22 2.82 1.60
C -3.66 2.05 0.58
C -3.50 0.62 0.41
N -3.92 -0.35 1.32
O -4.77 -0.04 2.19
O -3.43 -1.50 1.23
C -2.81 0.40 -0.77
C 0.53 2.23 -1.58
C 1.67 2.97 -1.25
H 3.74 4.50 -0.80
H 3.70 5.22 -2.43
H 2.84 6.01 -1.11
H 1.13 5.70 -3.21
H -0.90 4.39 -3.79
H -2.64 4.48 -1.59
H -3.62 5.91 0.24
H -4.63 4.84 2.25
H -4.66 2.31 2.45
H -2.56 -0.54 -1.21
H 0.37 1.25 -1.14
H 2.40 2.58 -0.54
*
```